1.
The following is a quantum chemistry calculation of a 3-piece molecular cluster, C5H9NO overall, from OMol25.

Computed properties:
* highest occupied orbital energy: -10.36 eV
* HOMO-LUMO gap: 10.7053 eV
* strongest force on any atom: 1.11 eV Å⁻¹
* E: -325.8136 hartree
* LUMO: 0.3 eV
* energy above the lowest of the compared OMol25 structures with the same formula, charge and spin: 77.80 kcal per mole

Positions of all 16 atoms, in Å:
C 0.58937 0.94567 -1.06258
C 1.08132 0.25816 -0.03288
C 0.74758 0.51357 1.40531
C 2.04584 -0.77969 -0.28689
N 2.82877 -1.61288 -0.46652
H -0.07607 1.77922 -0.87724
H 0.89841 0.75131 -2.08244
H -0.06565 1.23382 1.49328
H 0.44417 -0.41895 1.88370
H 1.61286 0.91368 1.94124
H -2.50330 1.58358 -0.28330
H -2.56193 0.89117 -0.00971
C -1.25251 -1.51171 -0.41257
O -1.95188 -1.12015 0.49144
H -1.42324 -1.21989 -1.46348
H -0.41376 -2.20689 -0.23738

Löwdin atomic charge list, values in e, 5 entries: 0.06, -0.40, -0.05, -0.21, 0.16



2.
The following is a quantum chemistry calculation of C5H7NiO4 as an isolated structure, from OMol25.

Computed properties:
* highest occupied orbital energy (alpha / beta): -6.95 / -9.93 eV
* HOMO-LUMO gap (alpha / beta): 7.6454 / 8.7861 eV
* 2S+1: 4
* strongest force on any atom: 3.44 eV Å⁻¹
* E: -2003.8580 hartree
* ⟨S²⟩: 3.75
* LUMO (alpha / beta): 0.7 / -1.1 eV
* energy above the lowest of the compared OMol25 structures with the same formula, charge and spin: 0.00 kcal per mole

Positions of all 17 atoms, in Å:
O 0.04587 -0.36608 -0.60299
C -0.55050 -1.55355 -0.17250
C -2.02317 -1.55774 -0.53892
O -2.56091 -0.28712 -0.12308
C -3.92231 -0.15567 -0.18608
C -4.57052 0.81500 0.44955
Ni -1.11477 1.20731 -0.61544
H -0.44675 -1.65385 0.92392
H -0.08414 -2.44262 -0.63312
H -2.55847 -2.36802 -0.02558
H -2.16617 -1.65829 -1.62571
H -4.42227 -0.89841 -0.81296
H -4.05018 1.53920 1.07746
H -5.65153 0.88671 0.34107
O 1.42964 1.55639 0.50156
C 1.82215 0.43249 0.39451
O 2.58727 -0.40432 0.71288

Löwdin atomic charge list, values in e, 5 entries: -0.39, -0.30, -0.17, -0.29, -0.24



3.
The following is a quantum chemistry calculation of C48H52IrN3P4Te as an isolated structure, from OMol25.

Computed properties:
* highest occupied orbital energy (alpha / beta): -12.68 / -12.68 eV
* HOMO-LUMO gap (alpha / beta): 4.4721 / 4.4618 eV
* total charge: +2
* strongest force on any atom: 4.50 eV Å⁻¹
* E: -3761.6809 hartree
* LUMO (alpha / beta): -8.2 / -8.2 eV

Positions of all 109 atoms, in Å:
Ir 0.37127 1.24777 0.08359
Te -3.54157 2.69725 1.31234
C -5.53856 2.28747 0.69189
C -6.33779 3.38404 0.40013
C -7.69128 3.16818 0.17814
N -8.22230 1.96898 0.24861
C -7.47469 0.92058 0.51339
C -6.10864 1.02415 0.74456
C -2.59142 0.89759 0.61460
P -1.74834 1.18439 -0.99008
C -1.89141 -0.28276 -2.05890
C -2.75811 -1.34032 -1.82765
C -2.83316 -2.38045 -2.73679
C -2.04207 -2.37085 -3.87483
C -1.18396 -1.30715 -4.11601
C -1.10566 -0.26656 -3.21085
C -2.82282 2.31336 -1.92392
C -2.38837 3.52723 -2.44135
C -3.25802 4.28676 -3.20779
C -4.54661 3.83694 -3.44988
C -4.98989 2.64130 -2.90034
C -4.12609 1.87556 -2.14466
P -1.19690 0.55154 1.77085
C -1.92363 1.05478 3.36950
C -3.07927 0.38985 3.78708
C -3.72165 0.78525 4.94205
C -3.21594 1.83735 5.69264
C -2.07361 2.50357 5.27633
C -1.42470 2.11478 4.11652
C -1.09281 -1.24832 2.04512
C 0.00767 -1.71473 2.76325
C 0.10294 -3.05798 3.07932
C -0.87631 -3.94315 2.65505
C -1.96745 -3.48360 1.93754
C -2.07776 -2.13612 1.63891
H -5.92248 4.38011 0.36367
H -8.36673 3.98500 -0.03453
H -7.99041 -0.02708 0.57734
H -5.52334 0.14840 0.98799
H -3.38181 -1.33431 -0.94820
H -3.51943 -3.19403 -2.55830
H -2.10357 -3.17812 -4.58751
H -0.58579 -1.29333 -5.01304
H -0.45188 0.57642 -3.39794
H -1.37912 3.86942 -2.25284
H -2.93482 5.23289 -3.61751
H -5.21031 4.41207 -4.07528
H -6.00316 2.30305 -3.06006
H -4.44023 0.92581 -1.73238
H -3.45632 -0.44201 3.20867
H -4.61990 0.27640 5.25747
H -3.70706 2.13011 6.60636
H -1.69371 3.33214 5.85344
H -0.52730 2.62643 3.79438
H 0.77694 -1.02273 3.08276
H 0.93063 -3.42389 3.66618
H -0.78689 -4.99062 2.89591
H -2.73766 -4.16891 1.61832
H -2.93107 -1.75964 1.09727
C 3.27143 2.92829 0.97109
P 2.65889 1.65931 -0.19872
C 3.70870 0.23838 0.30964
N 4.54357 0.56631 1.25060
C 5.23510 -0.33865 1.94366
C 6.12591 0.03187 2.96559
C 6.69599 -0.94087 3.74162
C 6.42891 -2.30320 3.50998
C 5.61008 -2.70046 2.48418
C 4.99598 -1.72883 1.67708
N 4.18023 -2.03892 0.66413
C 3.55086 -1.14542 -0.03181
P 2.55835 -1.70210 -1.49081
C 0.93710 -1.79649 -0.60100
C 2.97348 -3.53907 -1.67348
C 2.19161 -3.93686 -2.93096
C 4.46979 -3.69532 -1.93674
C 2.55327 -4.38548 -0.47471
C 3.22338 2.27067 -1.89219
C 2.72267 1.30138 -2.96133
C 4.74073 2.38660 -1.97615
C 2.52452 3.62051 -2.07448
H 4.31947 3.17013 0.80101
H 3.16782 2.54291 1.98484
H 2.66410 3.82744 0.87895
H 6.32218 1.08123 3.11985
H 7.34508 -0.66228 4.55691
H 6.88378 -3.04164 4.15227
H 5.42298 -3.74259 2.27508
H 0.21513 -2.32849 -1.21720
H 0.55963 -0.75441 -0.45716
H 1.02541 -2.27583 0.36887
H 2.58508 -3.41755 -3.80486
H 1.13179 -3.70033 -2.83549
H 2.28068 -5.00591 -3.10401
H 4.79948 -3.04906 -2.75013
H 4.67663 -4.72546 -2.22339
H 5.05252 -3.46830 -1.04597
H 1.47066 -4.43598 -0.37397
H 2.98409 -3.99295 0.44548
H 2.92072 -5.40142 -0.61080
H 3.33471 0.40313 -2.99077
H 2.76975 1.76828 -3.94226
H 1.68859 1.00986 -2.76962
H 5.21745 1.43192 -1.75576
H 5.14133 3.13929 -1.30241
H 5.02172 2.67403 -2.98802
H 1.44871 3.50989 -1.90951
H 2.67710 3.98161 -3.08955
H 2.90720 4.38058 -1.39814

Löwdin atomic charge list, values in e, 5 entries: 0.46, 1.49, -0.52, -0.12, -0.12



4.
The following is a quantum chemistry calculation of a 2-piece molecular cluster, C3H6O2 overall, from OMol25.

Computed properties:
* highest occupied orbital energy: -10.52 eV
* HOMO-LUMO gap: 10.5442 eV
* strongest force on any atom: 0.55 eV Å⁻¹
* E: -268.3445 hartree
* LUMO: 0.0 eV
* energy above the lowest of the compared OMol25 structures with the same formula, charge and spin: 38.09 kcal per mole

Positions of all 11 atoms, in Å:
C 1.23622 -0.56060 0.46156
C 0.13556 0.05359 0.89054
C -1.21328 -0.48082 0.57420
O -1.54670 -0.89019 -0.51795
H 2.22646 -0.20971 0.74040
H 1.16687 -1.45314 -0.15676
H 0.18245 0.92507 1.53976
H -1.91609 -0.52137 1.42984
O -0.21365 1.44744 -1.75981
H 0.63967 1.10682 -1.46451
H -0.77513 0.65886 -1.75428

Löwdin atomic charge list, values in e, 5 entries: 0.03, -0.15, -0.26, 0.04, 0.07



5.
The following is a quantum chemistry calculation of a 3-piece molecular cluster, C5H11NO overall, from OMol25.

Computed properties:
* highest occupied orbital energy: -7.86 eV
* HOMO-LUMO gap: 8.8526 eV
* strongest force on any atom: 3.50 eV Å⁻¹
* E: -326.9864 hartree
* LUMO: 1.0 eV
* energy above the lowest of the compared OMol25 structures with the same formula, charge and spin: 90.98 kcal per mole

Positions of all 18 atoms, in Å:
C -0.75418 0.41961 -2.84442
C -1.46217 -0.15589 -1.62891
N -0.54058 -0.65784 -0.61444
C 0.29339 -0.62714 1.68930
C -0.42608 -0.09289 0.66425
C 0.67562 1.87962 0.28341
O -0.29048 2.33172 -0.13283
H -0.17527 1.31221 -2.54973
H -1.57395 0.73706 -3.49971
H -0.05512 -0.19392 -3.45439
H -2.12259 -1.01622 -1.84354
H -2.02940 0.75420 -1.26484
H 0.36646 -0.91036 -0.96403
H 3.74029 -1.12220 5.61851
H 0.51593 0.01208 2.52688
H 0.83681 -1.56306 1.54924
H -1.26985 0.54599 0.94665
H 4.27116 -1.65296 5.51861

Löwdin atomic charge list, values in e, 5 entries: -0.11, -0.27, -0.04, -0.02, -0.38



Q: Look up the E of the second one.
A: -2003.8580 hartree



Q: Look up the strongest force on any atom of the third one.
A: 4.50 eV Å⁻¹



Please write out number 5 again, unchanged.
The following is a quantum chemistry calculation of a 3-piece molecular cluster, C5H11NO overall, from OMol25.

Computed properties:
* highest occupied orbital energy: -7.86 eV
* HOMO-LUMO gap: 8.8526 eV
* strongest force on any atom: 3.50 eV Å⁻¹
* E: -326.9864 hartree
* LUMO: 1.0 eV
* energy above the lowest of the compared OMol25 structures with the same formula, charge and spin: 90.98 kcal per mole

Positions of all 18 atoms, in Å:
C -0.75418 0.41961 -2.84442
C -1.46217 -0.15589 -1.62891
N -0.54058 -0.65784 -0.61444
C 0.29339 -0.62714 1.68930
C -0.42608 -0.09289 0.66425
C 0.67562 1.87962 0.28341
O -0.29048 2.33172 -0.13283
H -0.17527 1.31221 -2.54973
H -1.57395 0.73706 -3.49971
H -0.05512 -0.19392 -3.45439
H -2.12259 -1.01622 -1.84354
H -2.02940 0.75420 -1.26484
H 0.36646 -0.91036 -0.96403
H 3.74029 -1.12220 5.61851
H 0.51593 0.01208 2.52688
H 0.83681 -1.56306 1.54924
H -1.26985 0.54599 0.94665
H 4.27116 -1.65296 5.51861

Löwdin atomic charge list, values in e, 5 entries: -0.11, -0.27, -0.04, -0.02, -0.38



Q: What is the E in the second record?
A: -2003.8580 hartree